Computed, not measured: a 6-piece molecular cluster, C32H72F12N4P2 overall, with ωB97M-V/def2-TZVPD.

Each atom is followed by the atoms it is bonded to, with distances in Å.
Element x y z (Å)
1 C -3.499 -3.475 3.099  C2 1.557, H10 1.090, H11 1.090, H12 1.090
2 C -4.011 -4.146 1.791  C1 1.557, C3 1.576, H13 1.090, H14 1.090
3 C -2.731 -4.336 0.890  C2 1.576, N4 1.533, H15 1.090, H16 1.090
4 N -3.101 -4.677 -0.558  C3 1.533, C5 1.531, C6 1.589, C9 1.561
5 C -3.991 -5.914 -0.699  N4 1.531, H17 1.090, H18 1.090, H19 1.090
6 C -3.880 -3.462 -1.224  N4 1.589, C7 1.533, H20 1.090, H21 1.090
7 C -3.376 -3.199 -2.647  C6 1.533, C8 1.526, H22 1.090, H23 1.090
8 C -2.191 -4.152 -2.778  C7 1.526, C9 1.566, H24 1.090, H25 1.090
9 C -1.796 -4.795 -1.406  N4 1.561, C8 1.566, H26 1.090, H27 1.090
10 H -3.300 -2.404 3.142  C1 1.090
11 H -2.638 -4.056 3.426  C1 1.090
12 H -4.227 -3.661 3.889  C1 1.090
13 H -4.833 -3.583 1.349  C2 1.090
14 H -4.618 -5.035 1.966  C2 1.090
15 H -2.182 -5.229 1.187  C3 1.090
16 H -2.048 -3.489 0.961  C3 1.090
17 H -4.842 -5.986 -0.022  C5 1.090
18 H -3.432 -6.849 -0.660  C5 1.090
19 H -4.455 -5.923 -1.685  C5 1.090
20 H -4.964 -3.556 -1.168  C6 1.090
21 H -3.596 -2.684 -0.515  C6 1.090
22 H -4.093 -3.490 -3.415  C7 1.090
23 H -3.121 -2.152 -2.812  C7 1.090
24 H -2.505 -4.940 -3.462  C8 1.090
25 H -1.461 -3.694 -3.446  C8 1.090
26 H -1.407 -5.808 -1.513  C9 1.090
27 H -0.957 -4.199 -1.048  C9 1.090
28 C 5.117 4.929 5.600  C29 1.569, H37 1.090, H38 1.090, H39 1.090
29 C 4.696 3.693 6.471  C28 1.569, C30 1.591, H40 1.090, H41 1.090
30 C 3.298 3.109 5.985  C29 1.591, N31 1.537, H42 1.090, H43 1.090
31 N 2.771 1.892 6.760  C30 1.537, C32 1.550, C33 1.541, C36 1.576
32 C 3.689 0.686 6.436  N31 1.550, H44 1.090, H45 1.090, H46 1.090
33 C 1.330 1.448 6.440  N31 1.541, C34 1.553, H47 1.090, H48 1.090
34 C 0.720 0.843 7.733  C33 1.553, C35 1.489, H49 1.090, H50 1.090
35 C 1.711 0.995 8.834  C34 1.489, C36 1.492, H51 1.090, H52 1.090
36 C 2.587 2.085 8.313  N31 1.576, C35 1.492, H53 1.090, H54 1.090
37 H 5.510 4.692 4.612  C28 1.090
38 H 5.924 5.496 6.064  C28 1.090
39 H 4.237 5.563 5.492  C28 1.090
40 H 4.660 3.831 7.552  C29 1.090
41 H 5.469 2.925 6.470  C29 1.090
42 H 3.280 2.841 4.928  C30 1.090
43 H 2.584 3.931 5.923  C30 1.090
44 H 4.672 0.935 6.836  C32 1.090
45 H 3.864 0.428 5.392  C32 1.090
46 H 3.178 -0.200 6.812  C32 1.090
47 H 1.317 0.801 5.563  C33 1.090
48 H 0.786 2.293 6.018  C33 1.090
49 H 0.553 -0.222 7.568  C34 1.090
50 H -0.212 1.384 7.900  C34 1.090
51 H 2.366 0.180 9.141  C35 1.090
52 H 1.284 1.244 9.805  C35 1.090
53 H 3.470 2.438 8.846  C36 1.090
54 H 2.076 3.046 8.253  C36 1.090
55 C -5.066 4.138 -3.571  C56 1.490, H64 1.090, H65 1.090, H66 1.090
56 C -6.286 3.757 -2.805  C55 1.490, C57 1.524, H67 1.090, H68 1.090
57 C -6.760 4.711 -1.716  C56 1.524, N58 1.601, H69 1.090, H70 1.090
58 N -8.194 4.438 -1.058  C57 1.601, C59 1.579, C60 1.572, C63 1.550
59 C -8.170 3.061 -0.287  N58 1.579, H71 1.090, H72 1.090, H73 1.090
60 C -9.415 4.704 -2.012  N58 1.572, C61 1.551, H74 1.090, H75 1.090
61 C -10.499 5.283 -1.066  C60 1.551, C62 1.487, H76 1.090, H77 1.090
62 C -9.868 5.685 0.220  C61 1.487, C63 1.530, H78 1.090, H79 1.090
63 C -8.363 5.593 -0.037  N58 1.550, C62 1.530, H80 1.090, H81 1.090
64 H -4.923 3.464 -4.416  C55 1.090
65 H -4.167 3.945 -2.986  C55 1.090
66 H -4.950 5.171 -3.900  C55 1.090
67 H -6.106 2.832 -2.257  C56 1.090
68 H -7.065 3.432 -3.495  C56 1.090
69 H -6.707 5.750 -2.042  C57 1.090
70 H -6.063 4.589 -0.887  C57 1.090
71 H -8.015 2.328 -1.079  C59 1.090
72 H -9.105 2.743 0.174  C59 1.090
73 H -7.337 3.031 0.415  C59 1.090
74 H -9.581 3.757 -2.526  C60 1.090
75 H -9.001 5.376 -2.763  C60 1.090
76 H -11.387 4.674 -0.897  C61 1.090
77 H -10.979 6.100 -1.605  C61 1.090
78 H -10.155 4.958 0.979  C62 1.090
79 H -10.305 6.595 0.632  C62 1.090
80 H -7.846 5.378 0.899  C63 1.090
81 H -7.971 6.472 -0.548  C63 1.090
82 C 9.597 -1.355 -8.300  C83 1.491, H91 1.090, H92 1.090, H93 1.090
83 C 8.390 -0.752 -7.667  C82 1.491, C84 1.578, H94 1.090, H95 1.090
84 C 7.824 -1.814 -6.647  C83 1.578, N85 1.512, H96 1.090, H97 1.090
85 N 6.554 -1.457 -5.908  C84 1.512, C86 1.588, C87 1.541, C90 1.556
86 C 5.346 -1.439 -6.939  N85 1.588, H98 1.090, H99 1.090, H100 1.090
87 C 6.224 -2.553 -4.876  N85 1.541, C88 1.514, H101 1.090, H102 1.090
88 C 6.445 -1.954 -3.503  C87 1.514, C89 1.619, H103 1.090, H104 1.090
89 C 7.289 -0.622 -3.864  C88 1.619, C90 1.524, H105 1.090, H106 1.090
90 C 6.679 -0.098 -5.159  N85 1.556, C89 1.524, H107 1.090, H108 1.090
91 H 9.331 -2.133 -9.014  C82 1.090
92 H 10.245 -1.686 -7.488  C82 1.090
93 H 10.166 -0.610 -8.856  C82 1.090
94 H 7.791 -0.261 -8.434  C83 1.090
95 H 8.805 0.025 -7.026  C83 1.090
96 H 8.532 -1.797 -5.819  C84 1.090
97 H 7.737 -2.792 -7.121  C84 1.090
98 H 5.243 -2.410 -7.424  C86 1.090
99 H 5.446 -0.665 -7.700  C86 1.090
100 H 4.340 -1.315 -6.539  C86 1.090
101 H 5.214 -2.963 -4.869  C87 1.090
102 H 7.005 -3.308 -4.963  C87 1.090
103 H 5.440 -1.869 -3.089  C88 1.090
104 H 6.923 -2.770 -2.961  C88 1.090
105 H 7.285 0.097 -3.045  C89 1.090
106 H 8.320 -0.849 -4.137  C89 1.090
107 H 5.625 0.133 -5.009  C90 1.090
108 H 7.309 0.663 -5.618  C90 1.090
109 P -0.057 1.511 0.188  F110 1.658, F111 1.604, F112 1.644, F113 1.596, F114 1.659, F115 1.580
110 F 1.100 0.472 0.764  P109 1.658
111 F -1.104 0.786 1.163  P109 1.604
112 F 0.338 2.542 1.406  P109 1.644
113 F -1.298 2.407 -0.265  P109 1.596
114 F 0.938 2.370 -0.825  P109 1.659
115 F -0.470 0.463 -0.921  P109 1.580
116 P 3.736 -6.053 2.951  F117 1.693, F118 1.621, F119 1.672, F120 1.700, F121 1.658, F122 1.677
117 F 3.145 -5.825 4.521  P116 1.693
118 F 5.036 -5.196 3.399  P116 1.621
119 F 4.620 -7.309 3.613  P116 1.672
120 F 4.215 -6.253 1.333  P116 1.700
121 F 2.429 -6.979 2.523  P116 1.658
122 F 2.870 -4.740 2.368  P116 1.677

Computed properties:
* gap between HOMO and LUMO: 8.851 eV
* total charge: +2
* multiplicity: 1

Atomic partial charges in e from the Mulliken method, atoms 1 to 99:
1 C -1.358
2 C -0.287
3 C -1.047
4 N 0.316
5 C -0.979
6 C -0.673
7 C -0.546
8 C -0.618
9 C -0.897
10 H 0.331
11 H 0.369
12 H 0.400
13 H 0.354
14 H 0.409
15 H 0.578
16 H 0.479
17 H 0.325
18 H 0.353
19 H 0.409
20 H 0.407
21 H 0.429
22 H 0.271
23 H 0.387
24 H 0.346
25 H 0.436
26 H 0.444
27 H 0.362
28 C -1.285
29 C -0.171
30 C -0.946
31 N 0.191
32 C -1.004
33 C -0.767
34 C -0.398
35 C -0.888
36 C -0.638
37 H 0.325
38 H 0.382
39 H 0.335
40 H 0.335
41 H 0.301
42 H 0.463
43 H 0.459
44 H 0.345
45 H 0.344
46 H 0.461
47 H 0.448
48 H 0.336
49 H 0.319
50 H 0.317
51 H 0.349
52 H 0.447
53 H 0.489
54 H 0.452
55 C -1.369
56 C -0.331
57 C -0.752
58 N 0.079
59 C -0.941
60 C -0.553
61 C -0.649
62 C -0.622
63 C -0.671
64 H 0.353
65 H 0.350
66 H 0.354
67 H 0.334
68 H 0.355
69 H 0.475
70 H 0.434
71 H 0.391
72 H 0.350
73 H 0.354
74 H 0.428
75 H 0.362
76 H 0.316
77 H 0.355
78 H 0.342
79 H 0.373
80 H 0.430
81 H 0.454
82 C -1.464
83 C -0.201
84 C -1.009
85 N 0.355
86 C -1.094
87 C -0.417
88 C -0.603
89 C -0.631
90 C -0.516
91 H 0.349
92 H 0.345
93 H 0.406
94 H 0.329
95 H 0.248
96 H 0.439
97 H 0.517
98 H 0.427
99 H 0.371